1.
The following is a quantum chemistry calculation of a cluster of 3 separate species, C39H79N3O12P4S in total at a distorted geometry, from OMol25.

Structure (XYZ):
```
138
Properties=species:S:1:pos:R:3:forces:R:3
C -5.97849 -2.33653 3.44887 -0.8992 -0.2979 0.6678
C -6.57292 -3.29474 2.22698 -0.2219 -0.6412 1.1170
C -5.46099 -4.42664 1.81474 0.2605 -0.2953 -0.4606
C -5.10727 -4.49201 0.20733 -0.2966 -0.6091 0.1387
C -4.93734 -3.02245 -0.51204 0.6129 0.1417 -0.1312
C -3.77249 -2.12007 0.23345 -0.5501 -1.3675 1.6680
P -2.33719 -1.62283 -0.92867 1.5972 1.1584 1.7946
C -1.23616 -0.14463 -0.34584 0.3983 0.8850 0.6597
C -0.60900 0.74347 -1.57245 0.7606 1.3311 0.5079
C -1.19871 2.29966 -1.64051 0.0694 -0.2407 -0.3963
C -1.13225 3.09021 -0.20530 -0.4770 0.4126 -0.0212
C -0.25784 4.48147 -0.22325 -1.2910 0.5872 -0.1418
C -0.21570 5.07051 1.30610 -0.0640 -0.5047 0.1987
C 1.14704 4.72168 2.14912 0.2407 1.7311 1.3537
S 1.83765 2.98663 1.77884 1.7690 0.5223 0.2762
C 3.70238 3.05740 1.95963 2.9678 2.0982 0.4472
N 4.59160 4.29265 1.84444 -1.4849 -7.5024 0.9640
N 5.87602 3.79243 2.05307 -1.1601 -5.7982 1.1085
C 5.86914 2.29788 2.32924 -2.3175 4.7050 -1.1183
O 4.45446 1.80093 2.28696 1.5599 5.4689 -0.9859
C -1.09767 -2.78022 0.00491 1.2440 -2.0240 0.1919
C -1.43912 -4.32451 -0.46024 -0.4106 0.4092 -0.2039
C -0.31795 -4.83441 -1.54219 -0.2657 -0.5736 0.1151
P 0.84232 -6.23196 -0.85340 0.3548 -1.4766 -4.5498
O 1.35874 -7.01691 -2.14496 -1.2981 2.4778 5.0105
O -0.17948 -7.27532 0.09515 2.6456 2.4122 0.3102
C 0.29417 -7.41863 1.48088 -0.4006 -1.1349 1.6190
C 0.06034 -6.10497 2.43491 0.0287 0.4887 0.4841
O 2.09658 -5.41563 0.03714 -1.6465 -2.8512 -1.0397
C 3.32879 -6.21349 0.13372 2.5250 -0.0142 0.2890
C 3.84110 -6.50263 1.67369 -0.4947 -1.3198 -0.1591
C -3.38765 -0.37429 -1.91960 -4.0341 3.9761 -2.9528
C -4.45448 0.68830 -1.18874 1.0855 -0.1689 -6.3468
C -5.16805 1.67173 -2.31871 1.3637 -1.2368 -0.0081
C -4.89261 1.65620 -3.92218 1.8165 -2.7724 3.2933
N -3.95101 0.66041 -4.50845 -0.9738 0.6056 5.3556
C -3.27541 -0.24783 -3.53911 -1.2279 1.0968 1.5163
H -6.21090 -1.20015 3.29093 0.5572 -2.1619 0.2192
H -6.54091 -2.65896 4.45109 1.2877 0.8032 -2.1315
H -4.83847 -2.50571 3.65702 -2.1502 0.4189 -0.6653
H -7.00896 -2.68228 1.32605 1.1702 -1.1713 1.7304
H -7.49521 -3.88725 2.69141 1.8970 1.3742 -1.0989
H -5.83892 -5.50328 2.12920 0.7941 2.2448 -0.6182
H -4.44479 -4.24602 2.40033 -2.1926 -0.2691 -1.1424
H -4.11798 -5.15433 0.12261 -2.0398 1.6782 0.0035
H -5.94257 -5.13557 -0.35169 1.6820 1.6111 1.1446
H -5.90864 -2.36950 -0.53385 1.7077 -1.6036 -0.0696
H -4.57937 -3.19838 -1.61604 -0.9560 0.3349 1.9970
H -3.29431 -2.83973 1.05726 -0.9546 1.6901 -1.8033
H -4.21867 -1.20901 0.86324 0.9883 -1.8721 -1.6803
H -1.96974 -2.33120 -2.15108 -0.5351 0.3911 0.4384
H -0.33958 -0.52522 0.32014 -1.9561 0.6707 -1.3779
H -1.93089 0.48440 0.39002 1.4276 -1.0481 -1.7498
H 0.55312 0.86645 -1.33593 -2.4358 -0.3214 -0.5242
H -0.67717 0.24979 -2.63118 -0.0873 0.8201 2.1045
H -0.56846 2.85805 -2.47122 -1.2029 -0.9985 1.7921
H -2.31740 2.32364 -2.00496 2.2744 -0.2850 0.6598
H -2.24950 3.40874 0.06150 2.4049 -0.6206 -0.4267
H -0.77779 2.40979 0.68598 -0.5079 1.1596 -1.8440
H 0.78527 4.39398 -0.74934 -1.8959 -0.0223 1.2717
H -0.89037 5.25890 -0.86484 1.3874 -1.6311 1.2760
H -0.37518 6.24049 1.34737 0.4602 -2.4160 -0.1302
H -1.11898 4.58306 1.90660 1.8548 1.0878 -1.3623
H 2.00211 5.54095 2.00872 -1.8527 -1.9968 0.0412
H 0.85020 4.75033 3.30507 0.8216 -0.1774 -2.5291
H 6.79733 1.58210 2.54378 -2.6231 1.7780 -0.5975
H 0.01877 -2.57407 -0.34062 -2.2608 -0.2568 0.6901
H -1.12476 -2.62637 1.16465 0.0140 -0.3459 -2.0545
H -2.47769 -4.30794 -1.03740 2.1023 -0.1034 1.1423
H -1.60616 -5.06724 0.45244 0.5885 1.5003 -2.1006
H -0.82758 -5.31657 -2.50694 1.2330 0.7800 2.2748
H 0.40256 -4.00313 -1.94265 -1.4238 -1.4435 0.9604
H -0.35742 -8.29569 1.96184 1.4269 1.8737 -1.2596
H 1.39270 -7.82091 1.44683 -1.9534 1.0518 0.2891
H 0.83141 -6.06811 3.34306 -1.5620 -0.2818 -2.0701
H 0.18331 -5.08255 1.84832 -0.2160 -2.2391 1.1693
H -1.01779 -6.12462 2.93999 2.2692 -0.0092 -1.3098
H 3.29501 -7.24909 -0.41019 -0.3258 2.2018 0.7292
H 4.18648 -5.55772 -0.37509 -2.0387 -1.4450 0.8892
H 3.15395 -6.03708 2.50751 1.5672 -0.5925 -1.8025
H 3.77593 -7.68378 1.83370 0.2066 2.5436 -0.2086
H 4.97446 -6.22428 1.76567 -2.3249 -0.3019 0.0205
H -4.64995 0.72893 -0.03648 0.2994 0.0734 -2.5836
H -5.93901 2.48320 -1.91650 1.8120 -1.9118 -0.9759
H -5.44418 2.44083 -4.62774 1.4300 -2.0801 1.6819
H -2.50069 -1.01451 -4.03177 -1.9851 1.9178 0.9994
O 10.19707 -4.65407 -1.43366 -3.0672 -0.5857 3.4201
P 9.05965 -3.60425 -1.39630 4.6508 3.8615 -7.9461
O 8.65669 -3.78035 -2.99290 -0.3641 -0.5079 0.4302
C 7.89838 -4.91748 -3.36350 -0.2313 -0.1201 -0.3226
C 6.46109 -4.80245 -2.89394 -0.2165 -0.0276 -0.0505
O 10.05345 -2.28259 -1.57738 -0.5833 -0.2104 1.4384
C 11.41611 -2.34540 -1.17394 0.4817 -0.1060 -0.1173
C 12.30400 -2.74359 -2.34063 0.0775 -0.0112 -0.2630
O 7.78875 -2.43124 -1.35455 -0.2508 -2.6537 2.6251
C 7.06246 -2.40471 -0.13362 -0.4023 0.4764 0.4424
C 7.94963 -2.08441 1.05397 0.0347 0.1487 0.0937
H 8.36501 -5.82724 -2.97203 0.0216 -0.0037 -0.0500
H 7.91868 -4.97814 -4.45588 0.1281 0.1024 0.1329
H 6.40491 -4.88920 -1.80608 -0.0768 -0.0506 0.1015
H 5.84809 -5.59850 -3.32779 0.0548 0.0686 0.0953
H 6.03335 -3.83261 -3.16845 0.1077 -0.1758 -0.0197
H 11.53910 -3.02021 -0.32038 0.0005 -0.0108 -0.2360
H 11.70428 -1.34719 -0.82730 -0.2270 -0.0200 -0.0747
H 11.93613 -3.63446 -2.85840 0.0023 0.0303 0.2856
H 13.32585 -2.93577 -2.00140 -0.0725 0.0424 -0.0231
H 12.33045 -1.94401 -3.08714 0.0222 -0.0155 0.1349
H 6.56529 -3.36905 0.00858 -0.1955 0.0658 0.1020
H 6.28616 -1.63993 -0.23040 0.0858 -0.0958 -0.1444
H 8.69150 -2.87395 1.21756 0.0072 -0.0609 0.0592
H 7.35300 -1.98989 1.96630 0.0806 -0.0613 -0.0761
H 8.50101 -1.15476 0.88934 -0.1034 -0.0833 -0.0224
O -3.61921 6.84426 0.62786 -3.0190 -0.6359 3.4079
P -4.75663 7.89408 0.66522 4.6057 3.9470 -7.9016
O -5.15959 7.71798 -0.93138 -0.3756 -0.5487 0.4064
C -5.91790 6.58085 -1.30199 -0.2201 -0.0914 -0.3389
C -7.35519 6.69589 -0.83242 -0.2033 -0.0110 -0.0016
O -3.76283 9.21574 0.48414 -0.5584 -0.2376 1.4346
C -2.40017 9.15293 0.88758 0.4671 -0.0880 -0.1292
C -1.51228 8.75475 -0.27911 0.0661 -0.0102 -0.2530
O -6.02753 9.06709 0.70697 -0.2081 -2.6996 2.5831
C -6.75382 9.09363 1.92789 -0.4226 0.4616 0.5128
C -5.86665 9.41393 3.11549 0.0276 0.1597 0.0773
H -5.45127 5.67109 -0.91051 0.0346 -0.0210 -0.0445
H -5.89760 6.52019 -2.39436 0.1378 0.1013 0.1256
H -7.41137 6.60913 0.25543 -0.0901 -0.0508 0.0737
H -7.96819 5.89983 -1.26627 0.0615 0.0626 0.0837
H -7.78293 7.66572 -1.10693 0.1116 -0.1797 -0.0243
H -2.27718 8.47812 1.74114 -0.0039 -0.0136 -0.2149
H -2.11200 10.15114 1.23422 -0.2247 -0.0300 -0.0729
H -1.88015 7.86388 -0.79688 -0.0079 0.0171 0.2696
H -0.49043 8.56256 0.06012 -0.0437 0.0539 -0.0295
H -1.48583 9.55433 -1.02563 0.0326 -0.0281 0.1359
H -7.25099 8.12928 2.07010 -0.1886 0.0820 0.0936
H -7.53011 9.85840 1.83111 0.0976 -0.0954 -0.1469
H -5.12478 8.62438 3.27908 0.0104 -0.0805 0.0533
H -6.46328 9.50844 4.02782 0.0978 -0.0502 -0.0903
H -5.31526 10.34357 2.95085 -0.1189 -0.0869 -0.0049
```
Positions in Å, forces in eV/Å.

As for the HOMO energy: -0.3096 Ha. Its structure (SMILES) is CCCCCC[PH](CCCCCCCSc1nnco1)(CCCP(=O)(OCC)OCC)c1cccnc1.CCOP(=O)(OCC)OCC.CCOP(=O)(OCC)OCC. Its orbital gap is 6.314 eV. The value obtained for the total energy is -118731.8457 eV.

Here are the Löwdin charges for atoms 1 to 4, given in e: number 1, C, carries -0.148; number 2, C, carries -0.239; number 3, C, carries -0.228; number 4, C, carries -0.215

---

2.
The following is a quantum chemistry calculation of a cluster of 2 separate species, C6H12N in total at a distorted geometry, from OMol25.

Structure (XYZ):
```
19
Properties=species:S:1:pos:R:3:forces:R:3
C -2.23293 1.17012 -1.52750 1.8535 1.5327 -5.2789
C -2.32766 0.79991 -0.42048 -1.4447 -0.5553 3.6709
C -0.11195 -0.85658 0.51935 0.7720 0.4787 -0.1084
C -0.30719 -2.17218 -0.11588 0.4375 0.2429 -0.3691
C 0.91697 1.17095 1.43075 1.8668 1.7355 -0.7893
C 1.53335 0.31175 -0.84321 0.7635 -1.8771 -1.5737
N 0.74097 0.09894 0.39185 0.0683 1.0114 -0.3168
H -1.90951 1.51088 -2.55244 -0.8799 -0.6481 1.7525
H -2.76960 0.72325 0.55655 0.3855 -0.3013 -0.1524
H -0.71091 -0.74693 1.36444 -0.9086 0.2007 1.5977
H 0.21043 -2.34490 -1.07943 -0.4429 -0.0020 0.6779
H -1.38666 -2.39295 -0.13440 0.4683 0.0547 -0.2378
H 0.11643 -2.79986 0.69656 -0.0937 -0.1971 -0.5526
H 1.42064 0.87536 2.32393 0.4996 -1.1802 0.3451
H 1.57575 2.03934 1.07705 -0.7575 -1.6322 -0.2648
H 0.10296 1.72959 1.81765 -1.8238 -0.2285 -0.3751
H 2.66250 0.03176 -0.61068 -2.3020 1.2085 -0.5798
H 1.17442 -0.51737 -1.62553 0.7915 2.0922 1.6310
H 1.30200 1.36894 -1.26857 0.7466 -1.9355 0.9233
```
Positions in Å, forces in eV/Å.

The charge is +1. As for the HOMO energy: -0.5357 Ha. Its orbital gap is 10.514 eV. The value obtained for the total energy is -7896.2874 eV. Its energy above the lowest of the compared OMol25 structures with the same formula, charge and spin is 87.03 kcal/mol.

Here are the Löwdin charges for atoms 1 to 4, given in e: number 1, C, carries 0.022; number 2, C, carries -0.042; number 3, C, carries -0.119; number 4, C, carries 0.002

---

3.
The following is a quantum chemistry calculation of a structure of composition C12H24CaF12O12P2 at a distorted geometry, from OMol25.

Structure (XYZ):
```
63
Properties=species:S:1:pos:R:3:forces:R:3
Ca 0.91035 0.49732 0.00037 -0.3105 0.3511 0.3090
P 2.16818 3.41347 0.48608 0.8290 1.6820 4.1191
F 0.96488 3.41397 1.62149 -0.0099 -0.3570 0.1327
F 1.06628 2.69975 -0.51152 0.2706 0.9580 -0.8158
F 1.71160 4.94432 0.28276 0.0487 -0.4621 -2.1687
F 3.30796 3.34371 -0.61592 -1.0281 0.1014 -0.0449
F 3.24249 4.00677 1.57576 -0.3244 -0.6467 -0.4331
F 2.50226 1.91591 1.08371 0.3730 -0.5291 -0.9248
P 3.29574 -1.06806 -1.14223 2.7125 -0.3845 -0.9555
F 3.66450 -2.60238 -0.77494 -0.4985 -0.1132 -0.8708
F 1.89359 -1.46799 -1.84849 0.2177 -0.8905 0.0342
F 2.54120 -1.03825 0.29677 -0.8287 0.6072 0.6997
F 2.83955 0.49460 -1.49458 0.3617 -0.4207 1.0857
F 4.61402 -0.60666 -0.36905 -0.0854 0.6790 -0.1236
F 4.12829 -1.10626 -2.51815 -0.8003 -0.3572 0.1958
C -2.30803 -0.09574 -3.25705 -0.1826 1.7211 1.5407
O -1.08063 -0.16395 -3.94549 -0.5270 -0.6294 -1.5517
C 0.06108 0.24924 -3.40988 -0.4903 -0.1793 -0.3203
O 0.20904 0.48675 -2.24077 -0.3568 0.3282 -0.0088
O 1.01460 0.33260 -4.30485 0.9140 0.1763 0.6990
C 0.82662 0.30786 -5.71233 -1.1159 -0.6986 -0.4004
H -2.29660 -0.68133 -2.33991 -0.0651 -0.2066 -0.1351
H -3.19565 -0.25414 -3.86427 0.5832 -0.7821 -0.5746
H -2.45122 0.95044 -2.95217 0.1603 -0.1335 0.2792
H 0.03034 -0.37663 -6.01310 -0.0587 0.0100 0.2819
H 1.72267 -0.09782 -6.16789 0.3223 0.5020 0.1736
H 0.52816 1.29511 -6.05457 0.4158 0.1295 -0.1093
C -4.72066 1.29439 -0.49282 0.2819 -0.0208 0.8317
O -3.36710 0.84508 -0.32326 0.2397 -0.2247 -0.1373
C -2.41873 1.62988 0.19055 0.2721 -0.2160 -0.8609
O -1.30308 1.19908 0.35704 -0.4484 0.2698 0.0922
O -2.81988 2.86257 0.36921 -0.6801 0.1283 0.1777
C -1.87894 3.83287 0.82057 0.8612 0.8849 0.4807
H -5.06598 1.59176 0.49866 -0.3983 0.0238 -0.2265
H -5.23235 0.40185 -0.84019 -0.2016 0.1746 -0.0318
H -4.82946 2.12919 -1.18282 0.2240 -0.0779 -0.0768
H -2.37503 4.80041 0.81621 -0.2407 -0.1655 -0.2508
H -0.99279 3.87818 0.19208 -0.1395 -0.1902 -0.1208
H -1.53328 3.67181 1.84138 -0.1331 -0.4706 -0.0799
C -1.12015 -3.41952 -1.58789 -0.7083 1.0010 -0.2395
O -0.33128 -3.71014 -0.44832 -0.3784 -1.4008 -0.0472
C 0.04106 -2.74334 0.34981 1.0525 -0.6316 -0.3279
O -0.07192 -1.57901 0.12222 -1.1793 1.0293 -0.1091
O 0.67093 -3.16708 1.42768 0.0691 0.2592 0.5459
C 1.08818 -4.50293 1.49588 0.1125 -2.5679 0.8283
H -0.71522 -2.53225 -2.07432 0.0253 -0.2061 -0.2559
H -2.15441 -3.20831 -1.29865 0.1316 0.1476 0.2616
H -1.19465 -4.27965 -2.24519 0.6585 -0.1221 0.1250
H 0.31868 -5.23272 1.22770 -0.0596 0.4478 -0.6214
H 1.27436 -4.85048 2.51763 0.0762 1.1046 0.2577
H 2.01374 -4.73602 0.97085 -0.1386 0.5464 -0.4499
C 1.99914 0.45756 5.39667 -0.5261 -0.0268 0.7919
O 1.73152 0.61867 4.01089 0.0468 0.0551 -0.1277
C 0.63739 0.12446 3.45760 1.2369 0.8184 -0.6694
O 0.35031 0.42166 2.32205 -0.3477 -0.4235 0.0762
O -0.02080 -0.69273 4.22862 -0.6885 -0.6168 0.8123
C -1.27181 -1.19229 3.74817 -0.3364 -0.3574 0.2499
H 1.96974 -0.57981 5.72732 0.3095 -0.1006 -0.3051
H 1.24785 0.96691 6.00513 -0.0559 0.1676 -0.1992
H 2.95483 0.92791 5.59335 0.1328 -0.1417 -0.1893
H -2.00843 -0.39362 3.70244 0.1004 0.1124 -0.2529
H -1.61169 -1.91032 4.49167 0.1549 0.0505 0.0875
H -1.17132 -1.71664 2.80229 0.1479 0.2845 -0.1528
```
Positions in Å, forces in eV/Å.

As for the HOMO energy: -0.4141 Ha. Its orbital gap is 11.234 eV. The value obtained for the total energy is -107045.8173 eV. Its energy above the lowest of the compared OMol25 structures with the same formula, charge and spin is 26.17 kcal/mol.

Here are the Löwdin charges for atoms 1 to 4, given in e: number 1, Ca, carries 1.535; number 2, P, carries 0.226; number 3, F, carries -0.193; number 4, F, carries -0.249